Entry 1:
{
  "formula": "C5H15NO2",
  "method": "ωB97M-V with the def2-TZVPD basis set",
  "gap_ev": 9.94,
  "smiles": "C=CC[C@@H](C)N.O.O",
  "lumo_energy_ev": 0.80,
  "largest_force_ev_per_a": 5.6,
  "e_above_lowest_kcal_mol": 52.2,
  "symbols": ["C", "C", "C", "C", "C", "N", "H", "H", "H", "H", "H", "H", "H", "H", "H", "H", "H", "O", "H", "H", "O", "H", "H"],
  "positions_angstrom": [[1.141, 1.710, -1.707], [0.958, 1.750, -0.431], [-0.098, 0.841, 0.177], [0.608, -0.334, 1.032], [1.401, 0.331, 2.110], [-0.482, -1.101, 1.567], [1.807, 2.371, -2.337], [0.661, 1.092, -2.403], [1.294, 2.553, 0.230], [-0.817, 1.474, 0.732], [-0.706, 0.406, -0.560], [1.246, -0.847, 0.405], [1.893, -0.374, 2.834], [2.162, 0.987, 1.532], [1.029, 1.103, 2.649], [-0.209, -1.868, 2.238], [-1.237, -0.532, 1.995], [-1.634, -0.443, -2.885], [-1.468, -1.153, -2.276], [-2.586, -0.487, -3.021], [-1.981, -2.333, -0.522], [-1.853, -3.056, -1.120], [-1.128, -2.091, -0.238]]
}

Entry 2:
{
  "formula": "C27H59P",
  "method": "ωB97M-V with the def2-TZVPD basis set",
  "gap_ev": 2.45,
  "lumo_energy_ev": -0.61,
  "largest_force_ev_per_a": 2.7,
  "symbols": ["C", "C", "C", "C", "C", "C", "C", "C", "C", "C", "C", "H", "H", "H", "H", "H", "H", "H", "H", "H", "H", "H", "H", "H", "H", "H", "H", "H", "H", "H", "H", "H", "H", "H", "C", "C", "C", "C", "P", "C", "C", "C", "C", "C", "C", "C", "C", "C", "C", "C", "C", "H", "H", "H", "H", "H", "H", "H", "H", "H", "H", "H", "H", "H", "H", "H", "H", "H", "H", "H", "H", "H", "H", "H", "H", "H", "H", "H", "H", "H", "H", "H", "H", "H", "H", "H", "H"],
  "positions_angstrom": [[-5.459, -1.687, -0.924], [-4.813, -0.249, -1.394], [-5.841, 0.627, -2.355], [-5.440, 0.347, -3.954], [-5.691, 1.683, -4.837], [-4.436, 2.295, -5.665], [-3.241, 1.265, -6.077], [-1.857, 1.790, -5.300], [-1.830, 1.388, -3.698], [-0.991, 2.516, -2.792], [-2.143, 3.655, -2.385], [-5.661, -1.599, 0.247], [-4.592, -2.500, -1.008], [-4.657, 0.387, -0.402], [-3.738, -0.388, -1.862], [-6.933, 0.244, -2.097], [-5.669, 1.760, -2.055], [-6.171, -0.512, -4.322], [-4.359, -0.086, -3.931], [-6.057, 2.536, -4.085], [-6.614, 1.527, -5.577], [-4.876, 2.727, -6.688], [-4.009, 3.256, -5.101], [-3.460, 0.129, -5.904], [-3.000, 1.376, -7.239], [-1.860, 2.983, -5.336], [-0.903, 1.370, -5.882], [-1.266, 0.348, -3.611], [-2.909, 1.362, -3.200], [-0.681, 1.992, -1.779], [-0.076, 2.971, -3.365], [-1.684, 4.688, -2.084], [-2.761, 3.260, -1.449], [-2.949, 3.737, -3.261], [-1.265, 0.921, 1.101], [-0.502, -0.276, 0.556], [-0.313, -1.390, 1.584], [0.761, -1.141, 2.647], [2.465, -1.386, 2.210], [2.583, -3.011, 1.418], [1.983, -4.254, 2.076], [2.725, -4.868, 3.266], [4.212, -5.099, 3.051], [3.469, -1.517, 3.664], [3.611, -0.396, 4.681], [4.518, 0.773, 4.315], [5.841, 0.394, 3.668], [3.106, -0.321, 0.943], [3.371, 1.175, 1.054], [2.272, 2.048, 1.653], [1.556, 2.898, 0.615], [-0.780, 1.351, 1.980], [-1.335, 1.700, 0.335], [-2.284, 0.637, 1.381], [0.455, 0.051, 0.155], [-1.069, -0.679, -0.293], [-0.081, -2.314, 1.045], [-1.271, -1.565, 2.088], [0.564, -1.859, 3.454], [0.615, -0.165, 3.114], [3.633, -3.189, 1.165], [2.078, -2.897, 0.450], [1.919, -5.031, 1.302], [0.954, -4.048, 2.384], [2.260, -5.835, 3.493], [2.571, -4.264, 4.162], [4.384, -5.821, 2.246], [4.662, -5.500, 3.965], [4.744, -4.178, 2.806], [4.455, -1.904, 3.392], [3.001, -2.316, 4.244], [4.018, -0.839, 5.600], [2.619, -0.010, 4.944], [4.727, 1.346, 5.227], [3.970, 1.458, 3.676], [6.472, -0.171, 4.366], [6.383, 1.300, 3.375], [5.703, -0.203, 2.767], [2.486, -0.474, 0.054], [4.073, -0.764, 0.667], [3.626, 1.544, 0.051], [4.288, 1.322, 1.625], [2.721, 2.743, 2.373], [1.554, 1.455, 2.213], [2.238, 3.636, 0.182], [0.729, 3.443, 1.081], [1.153, 2.288, -0.197]]
}

Entry 3:
{
  "formula": "C3H9N3",
  "method": "ωB97M-V with the def2-TZVPD basis set",
  "gap_ev": [3.13, 9.45],
  "lumo_energy_ev": [4.11, 4.03],
  "multiplicity": 2,
  "charge": -1,
  "largest_force_ev_per_a": 3.0,
  "s_squared": 0.751,
  "e_above_lowest_kcal_mol": 51.5,
  "symbols": ["C", "C", "N", "H", "H", "H", "H", "H", "N", "C", "N", "H", "H", "H", "H"],
  "positions_angstrom": [[2.054, -0.748, 1.255], [1.275, -0.883, 3.332], [1.763, -1.637, 2.399], [1.869, -1.282, 0.358], [3.103, -0.440, 1.125], [1.424, 0.075, 1.133], [0.874, -1.313, 4.282], [0.895, 0.221, 3.074], [-0.806, 0.710, -2.597], [-2.180, 0.673, -2.270], [-3.072, 1.287, -3.002], [-0.240, 0.014, -2.025], [-0.515, 1.632, -3.061], [-2.495, 0.087, -1.423], [-3.949, 1.602, -2.580]]
}

Entry 4:
{
  "formula": "C6H11PS3",
  "method": "ωB97M-V with the def2-TZVPD basis set",
  "gap_ev": 7.56,
  "smiles": "C/C=C/P(=S)(/C=C/C)SS",
  "lumo_energy_ev": -0.49,
  "largest_force_ev_per_a": 4.1,
  "e_above_lowest_kcal_mol": 0.0,
  "symbols": ["C", "C", "C", "P", "S", "C", "C", "C", "S", "S", "H", "H", "H", "H", "H", "H", "H", "H", "H", "H", "H"],
  "positions_angstrom": [[0.311, -3.334, 1.090], [0.278, -1.881, 0.640], [0.844, -0.867, 1.316], [0.758, 0.814, 0.548], [0.988, 2.123, 1.967], [-0.621, 0.997, -0.614], [-1.682, 1.676, -0.192], [-2.768, 2.098, -1.183], [2.203, 0.605, -1.538], [4.026, 0.368, -0.837], [1.083, -3.371, 1.894], [0.735, -3.761, 0.217], [-0.655, -3.635, 1.273], [-0.060, -1.885, -0.437], [1.144, -0.692, 2.366], [-0.285, 0.459, -1.523], [-1.692, 2.152, 0.834], [-2.482, 1.741, -2.234], [-2.967, 3.128, -1.267], [-3.697, 1.742, -0.900], [4.540, 1.524, -1.420]]
}

Entry 5:
{
  "formula": "C20H31N6O7S",
  "method": "ωB97M-V with the def2-TZVPD basis set",
  "gap_ev": 7.60,
  "lumo_energy_ev": -2.76,
  "charge": 1,
  "largest_force_ev_per_a": 3.0,
  "symbols": ["O", "O", "O", "O", "O", "O", "O", "C", "C", "C", "C", "C", "C", "C", "C", "C", "C", "C", "C", "N", "N", "N", "N", "N", "N", "C", "C", "C", "C", "C", "C", "C", "C", "S", "H", "H", "H", "H", "H", "H", "H", "H", "H", "H", "H", "H", "H", "H", "H", "H", "H", "H", "H", "H", "H", "H", "H", "H", "H", "H", "H", "H", "H", "H", "H"],
  "positions_angstrom": [[-4.005, -2.540, -1.185], [2.589, 2.042, -0.521], [-3.971, -2.030, -6.093], [5.852, -0.324, 1.155], [7.096, 1.053, 2.779], [2.530, -0.660, -1.129], [-0.394, -1.607, 7.035], [-4.087, -1.561, -1.903], [3.659, 1.441, -0.404], [-4.313, -0.991, -5.552], [-0.446, 0.151, -2.541], [-1.534, 0.534, -3.281], [-0.934, 2.243, -2.003], [1.343, -2.232, 5.562], [0.632, 0.069, 5.540], [2.281, -1.960, 4.560], [1.565, 0.346, 4.536], [0.503, -1.232, 6.062], [2.389, -0.667, 4.031], [3.686, 0.091, -0.714], [-0.076, 1.230, -1.753], [-5.175, -0.136, -6.116], [-3.822, -1.658, -3.207], [5.250, 2.151, 1.502], [-1.831, 1.841, -2.929], [-1.240, -0.604, 7.617], [-4.489, -0.228, -1.303], [-5.811, -0.360, -7.416], [4.950, 2.171, 0.042], [3.361, -0.363, 2.925], [-2.189, -0.259, -4.394], [4.595, 0.337, 3.493], [-3.687, -0.583, -4.205], [5.798, 0.703, 2.207], [2.639, -1.620, -0.967], [0.077, -0.796, -2.615], [-0.861, 3.238, -1.569], [1.255, -3.237, 5.964], [0.012, 0.881, 5.900], [2.918, -2.760, 4.195], [1.644, 1.357, 4.147], [4.558, -0.396, -0.467], [0.779, 1.287, -1.181], [-5.430, 0.698, -5.614], [-3.646, -2.603, -3.526], [5.964, 2.834, 1.744], [-2.546, 2.420, -3.352], [-0.644, 0.177, 8.099], [-1.877, -1.063, 8.379], [-1.887, -0.150, 6.860], [-5.352, 0.168, -1.835], [-3.652, 0.461, -1.344], [-4.766, -0.391, -0.261], [-5.056, -0.374, -8.205], [-6.535, 0.428, -7.628], [-6.326, -1.324, -7.416], [5.797, 1.754, -0.516], [4.849, 3.214, -0.275], [3.654, -1.290, 2.421], [2.877, 0.278, 2.181], [-2.074, 0.320, -5.313], [-1.640, -1.192, -4.546], [4.323, 1.271, 3.984], [5.079, -0.310, 4.227], [-4.207, 0.310, -3.866]]
}